Entry from OMol25: C18H14AsCoO3PS5 as an isolated structure (the ωB97M-V functional and the def2-TZVPD basis).

Atoms and positions in Å:
Co1 -0.18 2.54 1.17
S1 -2.37 6.52 -0.36
As1 -1.56 4.62 -0.81
S2 0.49 4.33 0.04
S3 -2.27 3.04 0.61
S4 -1.64 3.93 -2.81
O1 1.95 1.26 4.41
S5 1.18 1.25 3.18
O2 1.81 1.93 2.03
O3 -0.21 1.69 3.30
C1 1.10 -0.48 2.70
C2 1.56 -1.43 3.61
C3 1.49 -2.78 3.31
C4 0.96 -3.19 2.09
C5 0.50 -2.24 1.19
C6 0.57 -0.88 1.47
P1 -0.07 0.38 0.29
C7 -1.51 -0.50 -0.39
C8 -2.69 -0.44 0.34
C9 -3.83 -1.10 -0.10
C10 -3.80 -1.82 -1.29
C11 -2.63 -1.87 -2.04
C12 -1.49 -1.21 -1.59
C13 1.12 0.35 -1.08
C14 0.88 1.27 -2.10
C15 1.72 1.31 -3.20
C16 2.81 0.46 -3.29
C17 3.07 -0.44 -2.26
C18 2.22 -0.50 -1.16
H1 1.97 -1.08 4.54
H2 1.86 -3.51 4.02
H3 0.89 -4.24 1.85
H4 0.07 -2.57 0.25
H5 -2.73 0.16 1.25
H6 -4.74 -1.04 0.48
H7 -4.69 -2.32 -1.64
H8 -2.61 -2.40 -2.98
H9 -0.59 -1.23 -2.19
H10 0.04 1.95 -2.04
H11 1.51 2.04 -3.98
H12 3.47 0.51 -4.14
H13 3.93 -1.09 -2.32
H14 2.43 -1.20 -0.36

F_max   0.0084 hartree/bohr
Electronic energy   -6871.06269 Ha
Highest occupied orbital energy (alpha / beta)   -1.22 / -1.23 eV
Total charge   -2
2S+1   2
Gap between HOMO and LUMO (alpha / beta)   0.2004 / 0.2008 hartree

***

Entry from OMol25: a 12-piece molecular cluster, C33H91F3N5O20S overall (the ωB97M-V functional and the def2-TZVPD basis).

Atoms and positions in Å:
C1 -0.36 0.07 0.89
F1 -0.67 1.36 1.16
F2 0.51 -0.35 1.85
F3 -1.46 -0.65 0.96
S1 0.39 -0.03 -0.88
O1 -0.77 -0.03 -1.76
O2 1.26 1.17 -1.08
O3 1.04 -1.34 -0.79
C2 1.68 -4.66 0.95
C3 1.85 -3.13 0.99
O4 2.51 -2.62 2.16
O5 2.96 -5.36 1.00
H1 1.19 -4.92 0.01
H2 1.08 -5.10 1.75
H3 0.87 -2.67 0.87
H4 2.51 -2.88 0.15
H5 3.46 -2.68 2.04
H6 3.09 -5.70 0.11
C4 4.27 -0.43 -0.29
C5 5.73 -0.53 0.11
O6 6.60 -0.39 -1.00
O7 3.95 0.94 -0.51
H7 3.61 -0.75 0.52
H8 4.09 -0.97 -1.22
H9 5.75 -1.55 0.49
H10 5.95 0.14 0.95
H11 6.57 0.52 -1.32
H12 3.03 1.06 -0.79
C6 -5.19 -2.50 -0.38
C7 -3.68 -2.59 -0.79
O8 -3.12 -3.77 -0.19
O9 -5.87 -3.76 -0.51
H13 -5.66 -1.71 -0.95
H14 -5.23 -2.20 0.67
H15 -3.13 -1.72 -0.43
H16 -3.53 -2.68 -1.87
H17 -2.19 -3.59 -0.05
H18 -5.17 -4.41 -0.34
C8 -4.00 3.14 3.94
C9 -2.97 2.00 3.61
O10 -2.29 1.62 4.83
O11 -5.06 2.62 4.69
H19 -4.35 3.64 3.04
H20 -3.45 3.91 4.49
H21 -2.24 2.40 2.90
H22 -3.50 1.18 3.13
H23 -1.79 0.80 4.68
H24 -4.68 2.27 5.50
C10 4.07 0.53 5.38
C11 3.65 -0.66 4.47
O12 2.36 -0.43 3.98
O13 4.56 1.58 4.60
H25 4.90 0.30 6.05
H26 3.22 0.88 5.97
H27 3.65 -1.59 5.04
H28 4.32 -0.70 3.61
H29 2.24 -1.10 3.30
H30 3.78 1.97 4.20
C12 2.29 -4.22 -2.05
C13 0.76 -4.48 -2.08
O14 0.11 -3.90 -0.98
O15 2.68 -2.88 -2.38
H31 2.84 -4.90 -2.70
H32 2.60 -4.57 -1.06
H33 0.64 -5.56 -1.98
H34 0.43 -4.17 -3.07
H35 0.25 -2.94 -1.02
H36 2.17 -2.26 -1.84
C14 2.47 5.17 1.37
C15 2.06 3.75 0.92
C16 2.54 2.62 1.88
O16 2.53 2.80 3.32
C17 1.24 2.79 3.91
N1 0.62 3.77 0.83
H37 2.24 5.87 0.56
H38 3.56 5.31 1.43
H39 2.04 5.52 2.30
H40 2.56 3.68 -0.05
H41 3.58 2.41 1.61
H42 1.99 1.69 1.76
H43 0.60 1.94 3.65
H44 0.70 3.73 3.75
H45 1.35 2.68 4.99
H46 0.08 3.84 1.68
H47 0.30 2.87 0.51
C18 1.58 -0.62 -5.43
C19 0.05 -0.78 -5.67
C20 -0.43 -2.17 -5.21
O17 -1.62 -2.58 -5.91
C21 -1.92 -3.91 -5.67
N2 -0.72 0.20 -4.93
H48 1.88 0.41 -5.59
H49 2.10 -1.36 -6.04
H50 1.93 -0.95 -4.45
H51 -0.30 -0.68 -6.70
H52 -0.61 -2.16 -4.13
H53 0.32 -2.94 -5.39
H54 -2.09 -4.14 -4.62
H55 -1.18 -4.59 -6.11
H56 -2.83 -4.15 -6.23
H57 -0.65 -0.08 -3.96
H58 -1.69 0.18 -5.21
C22 -4.01 1.94 -0.14
C23 -4.24 1.18 -1.45
C24 -5.54 1.58 -2.15
O18 -6.67 0.87 -1.61
C25 -7.84 1.38 -2.12
N3 -3.14 1.54 -2.33
H59 -3.62 2.92 -0.42
H60 -3.27 1.56 0.56
H61 -4.92 2.12 0.43
H62 -4.17 0.09 -1.37
H63 -5.55 1.29 -3.20
H64 -5.65 2.67 -2.17
H65 -8.69 0.73 -1.91
H66 -7.84 1.50 -3.21
H67 -8.07 2.35 -1.66
H68 -3.18 1.05 -3.22
H69 -2.23 1.24 -2.01
C26 -2.11 -2.66 3.40
C27 -1.44 -2.12 4.71
C28 -0.35 -3.11 5.12
O19 0.26 -2.72 6.34
C29 1.32 -3.57 6.76
N4 -0.86 -0.82 4.50
H70 -2.45 -3.69 3.47
H71 -1.31 -2.78 2.67
H72 -2.87 -2.00 2.99
H73 -2.15 -2.22 5.53
H74 0.32 -3.32 4.28
H75 -0.81 -4.09 5.27
H76 2.23 -3.27 6.24
H77 1.12 -4.63 6.57
H78 1.47 -3.42 7.83
H79 -0.62 -0.74 3.52
H80 0.05 -0.79 4.95
C30 0.77 3.73 -5.60
C31 1.38 3.42 -4.25
C32 1.77 4.66 -3.43
O20 2.67 5.44 -4.20
C33 3.01 6.70 -3.68
N5 0.43 2.65 -3.48
H81 1.36 4.27 -6.34
H82 -0.09 4.40 -5.50
H83 0.48 2.76 -6.01
H84 2.31 2.85 -4.40
H85 2.14 4.37 -2.45
H86 0.90 5.30 -3.28
H87 2.20 7.41 -3.81
H88 3.86 7.09 -4.25
H89 3.12 6.64 -2.60
H90 0.90 2.21 -2.70
H91 0.18 1.86 -4.07

F_max   0.0592 hartree/bohr
Electronic energy   -3788.18858 Ha
Highest occupied orbital energy   -6.52 eV
Total charge   -1
Gap between HOMO and LUMO   0.3183 hartree

***

Entry from OMol25: a 2-piece molecular cluster, C3H2BrClN2O2 overall (the ωB97M-V functional and the def2-TZVPD basis).

Atoms and positions in Å:
C1 -0.92 -0.39 -1.32
C2 0.12 0.02 0.71
C3 0.13 0.67 -1.47
N1 -0.79 -0.72 0.04
N2 0.69 0.88 -0.29
O1 -1.83 -0.67 -2.05
O2 0.41 0.05 1.86
Cl1 0.77 -2.18 -2.33
Br1 0.60 1.50 -3.02
H1 -1.35 -1.45 0.47
H2 1.45 1.52 -0.10

F_max   0.0374 hartree/bohr
Electronic energy   -3409.69566 Ha
Highest occupied orbital energy (alpha / beta)   -8.93 / -8.93 eV
Gap between HOMO and LUMO (alpha / beta)   0.2270 / 0.2272 hartree

***

Entry from OMol25: a 2-piece molecular cluster, CH3NO3P overall (the ωB97M-V functional and the def2-TZVPD basis).

Atoms and positions in Å:
C1 -2.32 0.00 0.03
N1 3.05 0.45 0.50
O1 -1.99 1.17 0.11
O2 -1.62 -0.97 -0.15
O3 0.85 -0.86 0.10
P1 1.76 0.36 -0.43
H1 -3.48 -0.19 0.06
H2 3.82 0.80 -0.03
H3 -0.08 -0.76 -0.20

F_max   0.0621 hartree/bohr
Electronic energy   -661.82377 Ha
Highest occupied orbital energy   -4.82 eV
Total charge   -1
Gap between HOMO and LUMO   0.3268 hartree